*1*
Here is a 4-piece molecular cluster, CH10NO4 overall from OMol25. Energies are from ωB97M-V/def2-TZVPD.

Values from the calculation:
Kohn-Sham gap in eV: 8.24
Total charge: -1

Geometry (Å):
1 N -0.0407 -2.1728 0.2609
2 C -0.5201 -1.2280 -0.8942
3 O -0.3162 0.0870 -0.5858
4 H -0.6324 -1.9431 1.0160
5 H 0.8416 -1.8094 0.4745
6 H -1.6144 -1.5074 -1.0126
7 H 0.1371 -1.4301 -1.7542
8 H -1.9881 1.4923 1.9876
9 H -1.2492 0.5928 1.0491
10 O -1.9219 0.5190 1.7201
11 H 0.2018 1.4731 -0.3111
12 H -0.0876 3.1287 -0.0566
13 O 0.5577 2.4503 0.0609
14 H 1.3379 0.0798 -1.0544
15 H 2.2227 0.0329 0.1385
16 O 2.2099 -0.2477 -0.8124

natural (NBO) atomic charge list, values in e, 4 entries:
1 N -0.895
2 C 0.122
3 O -1.009
4 H 0.335



*2*
Here is a 4-piece molecular cluster, CH10NO4 overall from OMol25. Energies are from ωB97M-V/def2-TZVPD.

Values from the calculation:
Kohn-Sham gap in eV: 9.35
Total charge: -1

Geometry (Å):
1 N 0.8371 1.0813 -1.9968
2 C 0.9588 -0.3525 -1.7753
3 O -0.2510 -1.0494 -1.6447
4 H 0.6412 1.5115 -1.0964
5 H -0.0002 1.2717 -2.5111
6 H 1.5246 -0.4941 -0.8450
7 H 1.5321 -0.7668 -2.6099
8 H -1.8487 -0.3024 0.7872
9 H -0.6566 -0.6144 -0.8128
10 O -1.0036 0.0861 0.5469
11 H 0.8385 1.8159 1.9380
12 H -0.4863 1.3296 1.4005
13 O -0.0647 2.0757 1.9370
14 H -0.2823 -1.2158 1.4361
15 H -0.2555 -1.4538 2.9916
16 O -0.2316 -1.9366 2.1416

natural (NBO) atomic charge list, values in e, 4 entries:
1 N -0.872
2 C 0.095
3 O -0.797
4 H 0.364



Energy above the most stable structure, in kcal/mol: *1* 21.3; *2* 0.0



*1*
Here is a 4-piece molecular cluster, CH10NO4 overall from OMol25. Energies are from ωB97M-V/def2-TZVPD.

Values from the calculation:
Kohn-Sham gap in eV: 8.13
Total charge: -1

Geometry (Å):
1 N -0.8778 -1.8661 0.5218
2 C -1.0852 -0.4986 -0.2285
3 O -0.3739 0.5578 0.0855
4 H -0.7793 -2.5057 -0.2543
5 H -0.4660 -2.2163 1.3946
6 H -0.9301 -0.7687 -1.2885
7 H -2.2582 -0.3138 -0.1550
8 H 1.8075 0.8675 -1.9289
9 H 1.7457 0.7764 -0.4594
10 O 2.4129 0.8132 -1.1368
11 H -0.6078 1.8299 -0.9233
12 H -0.4126 3.4393 -0.6160
13 O -0.4169 2.7422 -1.3727
14 H 0.5778 -0.5592 1.5267
15 H 0.4953 -1.5080 2.5336
16 O 1.1686 -0.7900 2.3012

natural (NBO) atomic charge list, values in e, 4 entries:
1 N -0.997
2 C 0.177
3 O -0.929
4 H 0.351



*2*
Here is a 4-piece molecular cluster, CH10NO4 overall from OMol25. Energies are from ωB97M-V/def2-TZVPD.

Values from the calculation:
Kohn-Sham gap in eV: 8.23
Total charge: -1

Geometry (Å):
1 N -1.2317 1.3119 -1.5696
2 C -1.2023 -0.0140 -0.9635
3 O -0.1491 0.0221 0.0005
4 H -0.2695 1.3683 -2.0613
5 H -1.2873 1.8537 -0.6629
6 H -0.8592 -0.7853 -1.6182
7 H -2.2067 -0.2906 -0.5978
8 H 2.4060 1.4040 -0.0916
9 H 1.1785 0.6142 -0.7288
10 O 2.1104 1.0885 -0.9979
11 H 0.9714 -1.4854 1.1823
12 H 0.9090 -2.6809 0.3582
13 O 1.5755 -2.1123 0.7892
14 H -0.9256 0.1001 1.4289
15 H -0.8011 0.0872 3.0135
16 O -1.4467 -0.1589 2.2764

natural (NBO) atomic charge list, values in e, 4 entries:
1 N -0.890
2 C 0.079
3 O -0.996
4 H 0.364



*3*
Here is a 4-piece molecular cluster, CH10NO4 overall from OMol25. Energies are from ωB97M-V/def2-TZVPD.

Values from the calculation:
Kohn-Sham gap in eV: 8.19
Total charge: -1

Geometry (Å):
1 N -0.8785 -0.0445 -1.8809
2 C 0.2675 -0.6811 -1.2939
3 O 0.1870 -0.8695 0.0801
4 H -1.6696 -0.5811 -1.5928
5 H -0.9749 0.9345 -1.6637
6 H 0.4838 -1.6461 -1.8047
7 H 1.1877 -0.1016 -1.5083
8 H 2.3205 0.5307 1.5392
9 H 0.9618 -0.1862 1.2432
10 O 1.4018 0.5977 1.7571
11 H 0.0636 3.2971 1.5803
12 H 0.8097 2.1410 0.9327
13 O 0.6502 3.0970 0.8658
14 H -0.9548 -1.9630 0.1198
15 H -1.9723 -2.1336 1.2799
16 O -1.8835 -2.3914 0.3460

natural (NBO) atomic charge list, values in e, 4 entries:
1 N -0.890
2 C 0.106
3 O -0.970
4 H 0.362



*4*
Here is a 4-piece molecular cluster, CH10NO4 overall from OMol25. Energies are from ωB97M-V/def2-TZVPD.

Values from the calculation:
Kohn-Sham gap in eV: 8.37
Total charge: -1

Geometry (Å):
1 N -1.9457 1.2533 0.4258
2 C -0.7304 1.5058 -0.4254
3 O 0.1145 0.4520 -0.4192
4 H -2.2205 0.2959 0.2467
5 H -2.7239 1.7603 0.0238
6 H -0.3186 2.4562 -0.0189
7 H -1.0562 1.7355 -1.4631
8 H 0.9845 1.1063 2.4704
9 H 0.6043 0.3795 1.2372
10 O 1.1506 0.2331 2.0829
11 H 2.7552 -1.8803 -0.0285
12 H 1.9500 -2.8180 0.9547
13 O 2.7900 -2.6731 0.5186
14 H -0.3590 -0.5629 -1.3723
15 H -0.1700 -1.9369 -2.2691
16 O -0.8248 -1.3066 -1.9636

natural (NBO) atomic charge list, values in e, 4 entries:
1 N -0.890
2 C 0.130
3 O -0.911
4 H 0.350



Energy above the most stable structure, in kcal/mol: *1* 33.4; *2* 15.5; *3* 0.0; *4* 5.3



*1*
Here is the molecule C4H2N2O from OMol25. Energies are from ωB97M-V/def2-TZVPD.

Values from the calculation:
Kohn-Sham gap in eV: 11.47

Geometry (Å):
1 C 1.7989 0.0796 0.1356
2 C 0.5089 0.4820 0.4846
3 C -0.3822 -0.2519 -0.4623
4 C -1.6331 -0.3602 0.0347
5 H 0.2322 0.3390 1.4401
6 H -0.3044 -0.8378 -1.4316
7 N 2.8748 -0.4208 -0.0423
8 N -2.8239 -0.2154 0.2231
9 O -0.2714 1.1854 -0.3818

natural (NBO) atomic charge list, values in e, 4 entries:
1 C 0.220
2 C 0.000
3 C -0.053
4 C 0.211



*2*
Here is the molecule C4H2N2O from OMol25. Energies are from ωB97M-V/def2-TZVPD.

Values from the calculation:
Kohn-Sham gap in eV: 10.95

Geometry (Å):
1 C 1.7508 -0.0691 -0.0367
2 C 0.3590 -0.0768 -0.0604
3 C -0.4475 1.0670 -0.0332
4 C -0.5360 -1.0930 0.0158
5 H -0.1752 2.1341 -0.0126
6 H -0.3737 -2.1255 -0.0156
7 N 2.8964 0.0227 0.0689
8 N -1.7408 0.7775 0.0598
9 O -1.7329 -0.6370 0.0142

natural (NBO) atomic charge list, values in e, 4 entries:
1 C 0.270
2 C -0.335
3 C 0.008
4 C 0.236



*3*
Here is the molecule C4H2N2O from OMol25. Energies are from ωB97M-V/def2-TZVPD.

Values from the calculation:
Kohn-Sham gap in eV: 10.82

Geometry (Å):
1 C -1.9593 -0.2832 0.0348
2 C -0.5547 -0.1512 0.0290
3 C 0.0940 0.9606 0.1410
4 C 1.4005 -0.8518 0.0375
5 H -0.0682 2.1063 -0.0054
6 H 2.5383 -0.9608 -0.0675
7 N -3.0974 -0.1353 -0.0685
8 N 0.2811 -1.2784 0.0134
9 O 1.3657 0.5939 -0.1144

natural (NBO) atomic charge list, values in e, 4 entries:
1 C 0.265
2 C -0.096
3 C 0.150
4 C 0.335



Energy above the most stable structure, in kcal/mol: *1* 50.9; *2* 0.0; *3* 7.9



*1*
Here is an isolated ion of composition C4H11N2O2 and charge +1 from OMol25. Energies are from ωB97M-V/def2-TZVPD.

Values from the calculation:
Kohn-Sham gap in eV: 9.15
Total charge: +1

Geometry (Å):
1 O 2.2093 0.9867 1.3507
2 C 1.4798 1.0986 0.4063
3 O 1.9492 1.5376 -0.7854
4 C -0.0126 0.8721 0.3349
5 C -0.4996 -0.4918 0.8785
6 C -1.1244 -1.3565 -0.2040
7 N -0.1393 -1.5995 -1.3466
8 N -0.8454 1.8730 1.0219
9 H 2.9022 1.3641 -0.8441
10 H -0.2574 0.8879 -0.7485
11 H -1.1250 -0.3044 1.7514
12 H 0.3946 -1.1072 1.1045
13 H -1.4220 -2.3120 0.2497
14 H -2.1038 -0.9634 -0.5892
15 H -0.4317 -1.5994 -2.3272
16 H 0.7282 -1.0698 -1.2563
17 H 0.0822 -2.6032 -1.2762
18 H -1.3124 2.5191 0.4105
19 H -0.4719 2.2684 1.8692

natural (NBO) atomic charge list, values in e, 4 entries:
1 O -0.538
2 C 0.752
3 O -0.697
4 C -0.164



*2*
Here is an isolated ion of composition C4H11N2O2 and charge +1 from OMol25. Energies are from ωB97M-V/def2-TZVPD.

Values from the calculation:
Kohn-Sham gap in eV: 11.49
Total charge: +1

Geometry (Å):
1 N -0.2706 0.3439 -1.3752
2 C 0.3826 -0.2510 -0.2000
3 C 0.3383 0.6461 1.0471
4 C 0.6928 2.1104 0.7611
5 O -0.2273 2.6182 -0.2280
6 C -0.1851 -1.6882 -0.0615
7 N -0.2231 -2.2422 1.1495
8 O -0.5681 -2.1989 -1.0942
9 H -0.3979 -0.3617 -2.0672
10 H 0.2636 1.1176 -1.7196
11 H -1.2107 0.6493 -1.1683
12 H 1.4452 -0.3676 -0.4303
13 H 1.1327 0.3621 1.7430
14 H -0.5716 0.6003 1.6407
15 H 1.7285 2.2092 0.4113
16 H 0.5840 2.7547 1.6321
17 H -0.4113 3.5427 -0.0007
18 H 0.1197 -1.7889 1.9554
19 H -0.8478 -3.0121 1.2523

natural (NBO) atomic charge list, values in e, 4 entries:
1 N -0.651
2 C -0.150
3 C -0.460
4 C -0.073



Energy above the most stable structure, in kcal/mol: *1* 27.0; *2* 0.0